(1)
ORCA calculation (ωB97M-V/def2-TZVPD) on a cluster of 14 separate species, C48H94N14O16 in total.

The geometry in XYZ format:
```
172
Properties=species:S:1:pos:R:3:mulliken_charge:R:1
C -1.202 -0.303 3.921 0.70
O -0.042 0.049 3.892 -0.68
N -1.530 -1.441 4.643 0.53
C -2.864 -1.974 4.774 -0.76
C -0.752 -1.890 5.766 -1.21
H -2.096 0.089 3.413 -0.03
H -3.482 -1.558 5.570 0.29
H -2.745 -3.044 4.948 0.44
H -3.381 -2.089 3.822 -0.10
H 0.160 -1.296 5.826 0.30
H -1.261 -1.664 6.702 0.38
H -0.511 -2.953 5.729 0.28
C -7.710 1.989 -2.367 0.02
O -7.531 2.006 -3.578 -0.59
N -6.856 1.372 -1.522 0.39
C -7.063 1.381 -0.106 -1.02
C -5.802 0.517 -2.040 -0.81
H -8.547 2.449 -1.818 0.35
H -6.598 0.544 0.415 0.20
H -8.112 1.142 0.068 0.53
H -6.821 2.270 0.477 0.21
H -5.586 -0.333 -1.394 0.03
H -5.925 0.103 -3.041 0.39
H -4.831 1.008 -2.092 0.29
C 8.114 -0.897 4.282 0.07
O 8.560 -1.362 5.358 -0.62
N 6.945 -1.222 3.697 0.18
C 6.480 -0.628 2.422 -0.78
C 5.951 -2.097 4.304 -0.87
H 8.658 -0.142 3.692 0.36
H 7.236 -0.811 1.658 0.48
H 6.398 0.447 2.580 0.36
H 5.481 -0.929 2.108 -0.10
H 5.062 -1.480 4.433 0.31
H 5.779 -2.963 3.665 0.30
H 6.256 -2.382 5.311 0.33
C 2.183 3.496 -2.022 0.19
O 2.700 3.265 -3.109 -0.62
N 2.844 3.389 -0.823 0.25
C 2.112 3.455 0.450 -0.51
C 4.224 2.982 -0.776 -0.98
H 1.109 3.715 -1.919 0.27
H 1.936 2.493 0.933 0.10
H 1.146 3.944 0.324 0.18
H 2.597 4.104 1.180 0.18
H 4.436 2.012 -0.325 0.16
H 4.804 2.875 -1.692 0.32
H 4.696 3.795 -0.224 0.40
C -0.740 5.530 3.895 0.03
O -1.865 4.994 4.060 -0.56
N 0.364 4.777 3.721 0.39
C 1.606 5.439 3.421 -0.80
C 0.385 3.298 3.837 -1.00
H -0.653 6.628 3.881 0.31
H 1.825 5.360 2.356 0.25
H 2.401 4.938 3.973 0.32
H 1.567 6.526 3.492 0.36
H 1.235 2.981 4.441 0.54
H -0.442 2.902 4.426 0.16
H 0.326 2.759 2.892 0.09
C 0.385 -1.477 -6.133 0.04
O 1.268 -1.247 -5.287 -0.56
N -0.798 -2.029 -5.855 0.35
C -1.776 -2.327 -6.930 -0.80
C -1.232 -2.428 -4.535 -0.26
H 0.522 -1.199 -7.189 0.27
H -1.351 -1.993 -7.877 0.29
H -2.718 -1.788 -6.834 0.25
H -2.131 -3.356 -6.863 0.32
H -1.538 -3.474 -4.536 0.44
H -0.518 -2.210 -3.741 -0.58
H -2.114 -1.830 -4.304 0.38
C -3.033 1.172 -5.461 -0.02
O -3.122 1.129 -4.233 -0.65
N -2.166 1.990 -6.053 0.19
C -1.931 1.882 -7.549 -1.02
C -1.262 2.985 -5.365 -0.94
H -3.694 0.609 -6.138 0.46
H -2.658 1.252 -8.062 0.37
H -0.925 1.540 -7.792 0.29
H -2.111 2.875 -7.960 0.37
H -0.207 2.834 -5.592 0.42
H -1.519 4.000 -5.668 0.40
H -1.305 3.047 -4.277 0.08
C -3.533 3.515 -0.689 0.40
O -4.671 3.654 -1.157 -0.70
N -3.226 3.992 0.540 0.25
C -1.946 3.605 1.129 0.36
C -4.092 4.725 1.407 -0.86
H -2.681 2.997 -1.158 0.22
H -1.381 2.991 0.428 -0.78
H -2.066 3.069 2.071 0.06
H -1.298 4.474 1.246 0.25
H -3.864 5.760 1.154 0.40
H -5.141 4.584 1.144 0.27
H -3.983 4.330 2.417 0.10
C -4.807 1.544 2.862 0.28
O -3.937 0.704 2.576 -0.37
N -4.855 2.223 4.054 0.31
C -5.840 3.305 4.431 -0.89
C -3.920 1.987 5.089 -0.68
H -5.646 1.868 2.228 -0.25
H -6.410 3.674 3.578 0.28
H -5.197 4.143 4.698 0.33
H -6.429 3.096 5.324 0.32
H -4.497 1.654 5.952 0.38
H -3.134 1.246 4.943 -0.04
H -3.309 2.866 5.296 0.26
C 3.031 -4.629 2.989 0.02
O 3.228 -5.617 2.354 -0.56
N 3.126 -3.378 2.506 0.71
C 2.467 -2.198 3.154 -1.08
C 3.504 -3.115 1.203 -0.56
H 2.704 -4.599 4.040 0.32
H 3.155 -1.353 3.143 -0.08
H 2.279 -2.458 4.196 0.33
H 1.476 -1.847 2.867 0.53
H 4.216 -2.296 1.097 -0.31
H 3.941 -3.968 0.682 0.40
H 2.605 -2.899 0.626 0.06
C 5.341 -0.596 -4.456 0.74
O 5.305 -0.104 -5.573 -0.68
N 6.486 -0.954 -3.779 0.15
C 7.831 -0.619 -4.242 -1.06
C 6.458 -1.707 -2.501 -0.78
H 4.506 -0.963 -3.839 -0.10
H 8.329 0.105 -3.597 0.32
H 7.813 -0.222 -5.257 0.36
H 8.506 -1.473 -4.312 0.33
H 6.841 -2.707 -2.703 0.33
H 7.178 -1.299 -1.791 0.39
H 5.506 -1.815 -1.980 -0.03
C 3.437 -3.492 -3.365 0.12
O 4.592 -3.792 -3.641 -0.66
N 2.751 -4.267 -2.463 0.28
C 1.409 -3.916 -2.085 -0.23
C 3.253 -5.392 -1.728 -0.98
H 2.850 -2.642 -3.746 0.40
H 1.517 -3.186 -1.282 -0.13
H 0.778 -4.765 -1.822 0.45
H 0.993 -3.347 -2.916 -0.14
H 2.658 -6.293 -1.872 0.34
H 4.311 -5.589 -1.901 0.34
H 3.184 -5.367 -0.640 0.36
C -1.383 0.314 -1.182 -0.92
C -0.489 0.120 -2.178 -1.53
C 0.848 -0.076 -1.911 -0.04
C 1.355 0.096 -0.594 -0.28
C 0.428 0.384 0.398 -0.63
C -0.935 0.382 0.112 -0.13
N 2.808 0.020 -0.248 1.71
O 3.569 -0.278 -1.190 -0.42
O 3.152 0.201 0.908 -0.67
H -2.384 0.520 -1.530 0.14
H -0.859 0.094 -3.192 1.07
H 1.444 -0.390 -2.754 0.64
H 0.663 0.563 1.437 1.02
H -1.656 0.480 0.911 0.07
C -4.763 -2.987 1.049 -0.09
C -3.753 -2.479 0.312 -0.67
C -2.531 -3.098 0.352 0.20
C -2.307 -4.249 1.189 -0.25
C -3.371 -4.754 1.908 -0.32
C -4.603 -4.173 1.879 -1.00
N -0.908 -4.736 1.399 0.92
O -0.115 -4.831 0.433 -0.51
O -0.598 -4.918 2.548 -0.53
H -5.718 -2.483 0.997 0.39
H -3.796 -1.580 -0.284 0.30
H -1.748 -2.587 -0.189 0.62
H -3.297 -5.688 2.444 0.45
H -5.448 -4.633 2.370 0.43
```

Output
Lowest unoccupied orbital energy, eV: -0.94
Maximum force, eV Å⁻¹: 3.78
E, eV: -104913.303
Molecular weight, g mol⁻¹: 1123.4
Frontier orbital gap, eV: 7.41



(2)
ORCA calculation (ωB97M-V/def2-TZVPD) on a cluster of 12 separate species, C48H96O12 in total.

The geometry in XYZ format:
```
156
Properties=species:S:1:pos:R:3:mulliken_charge:R:1
C -4.235 -17.345 15.214 -0.49
C -2.977 -16.971 14.525 -0.53
C -2.822 -15.475 14.695 -0.33
O -3.423 -15.312 15.996 -0.41
C -4.405 -16.302 16.324 -0.36
H -4.307 -18.342 15.648 0.32
H -5.047 -17.262 14.491 0.22
H -2.868 -17.233 13.473 0.35
H -2.121 -17.466 14.983 0.23
H -3.389 -14.920 13.948 0.23
H -1.806 -15.081 14.702 0.26
H -5.407 -15.878 16.396 0.24
H -4.116 -16.745 17.277 0.25
C -7.566 -5.604 18.375 -0.53
C -8.770 -4.792 18.732 -0.47
C -8.735 -3.706 17.690 -0.40
O -7.547 -3.877 16.965 -0.41
C -6.599 -4.589 17.793 -0.41
H -7.810 -6.391 17.661 0.25
H -7.025 -6.062 19.202 0.32
H -8.572 -4.398 19.729 0.23
H -9.713 -5.339 18.775 0.30
H -8.621 -2.730 18.161 0.24
H -9.589 -3.619 17.017 0.29
H -6.222 -3.910 18.557 0.27
H -5.729 -4.983 17.267 0.31
C -7.233 -7.709 2.121 -0.48
C -5.966 -8.488 2.384 -0.57
C -6.351 -9.401 3.511 -0.39
O -7.508 -8.796 4.097 -0.39
C -7.746 -7.530 3.506 -0.40
H -7.896 -8.224 1.427 0.26
H -7.020 -6.742 1.665 0.31
H -5.113 -7.874 2.672 0.24
H -5.559 -9.022 1.526 0.35
H -5.512 -9.423 4.206 0.25
H -6.503 -10.424 3.168 0.28
H -7.313 -6.728 4.104 0.27
H -8.822 -7.355 3.495 0.27
C -2.292 -4.134 6.793 -0.46
C -1.718 -5.191 7.710 -0.62
C -1.581 -4.474 9.049 -0.43
O -1.276 -3.144 8.676 -0.42
C -1.773 -2.822 7.392 -0.34
H -3.365 -4.261 6.654 0.29
H -1.832 -4.353 5.829 0.22
H -0.739 -5.552 7.395 0.26
H -2.230 -6.153 7.749 0.39
H -0.837 -4.970 9.671 0.34
H -2.575 -4.545 9.491 0.26
H -0.933 -2.434 6.816 0.27
H -2.611 -2.149 7.566 0.26
C -6.490 -10.465 12.835 -0.51
C -6.693 -11.287 11.543 -0.51
C -5.773 -10.627 10.519 -0.41
O -4.719 -9.990 11.316 -0.43
C -5.183 -9.687 12.637 -0.32
H -6.413 -11.091 13.724 0.28
H -7.324 -9.771 12.939 0.26
H -7.717 -11.384 11.181 0.33
H -6.371 -12.313 11.720 0.20
H -6.371 -9.875 10.005 0.25
H -5.400 -11.308 9.753 0.32
H -5.401 -8.645 12.872 0.25
H -4.498 -9.976 13.433 0.28
C -1.518 -9.939 22.220 -0.47
C -2.043 -11.076 21.358 -0.44
C -2.458 -10.347 20.106 -0.47
O -2.362 -8.949 20.347 -0.40
C -1.251 -8.814 21.234 -0.48
H -0.540 -10.190 22.630 0.28
H -2.316 -9.657 22.907 0.28
H -2.898 -11.541 21.849 0.22
H -1.321 -11.868 21.162 0.29
H -3.428 -10.676 19.734 0.32
H -1.794 -10.623 19.288 0.27
H -1.282 -7.827 21.695 0.32
H -0.298 -8.942 20.722 0.29
C -9.455 -12.025 21.901 -0.54
C -10.273 -11.759 23.095 -0.56
C -11.132 -10.555 22.693 -0.35
O -11.298 -10.846 21.281 -0.41
C -10.382 -11.766 20.744 -0.35
H -8.995 -13.012 21.874 0.34
H -8.642 -11.301 21.851 0.24
H -9.775 -11.559 24.044 0.34
H -10.951 -12.596 23.263 0.25
H -10.604 -9.609 22.811 0.27
H -12.122 -10.563 23.150 0.25
H -9.853 -11.386 19.871 0.25
H -10.935 -12.681 20.528 0.26
C -10.560 -3.038 9.683 -0.50
C -9.506 -4.080 9.813 -0.57
C -10.222 -5.380 9.731 -0.34
O -11.612 -5.046 9.883 -0.39
C -11.729 -3.739 10.399 -0.42
H -10.784 -2.842 8.635 0.28
H -10.292 -2.140 10.239 0.30
H -9.172 -3.969 10.844 0.22
H -8.629 -3.875 9.199 0.37
H -9.914 -6.128 10.461 0.26
H -10.062 -5.716 8.706 0.24
H -11.640 -3.711 11.485 0.26
H -12.732 -3.402 10.140 0.28
C -12.381 -13.238 6.332 -0.51
C -12.523 -11.966 7.157 -0.54
C -13.671 -11.348 6.462 -0.44
O -13.555 -11.674 5.071 -0.40
C -12.581 -12.701 4.891 -0.37
H -13.227 -13.869 6.607 0.27
H -11.388 -13.665 6.468 0.31
H -11.671 -11.289 7.095 0.29
H -12.802 -12.130 8.198 0.30
H -13.641 -10.278 6.666 0.28
H -14.589 -11.813 6.822 0.30
H -11.669 -12.252 4.498 0.25
H -12.920 -13.443 4.168 0.26
C 3.558 -10.867 12.608 -0.46
C 4.826 -10.718 11.694 -0.52
C 4.816 -9.341 11.102 -0.33
O 3.556 -8.771 11.526 -0.41
C 3.029 -9.404 12.666 -0.37
H 3.715 -11.277 13.605 0.33
H 2.808 -11.491 12.123 0.21
H 4.911 -11.598 11.057 0.33
H 5.652 -10.846 12.394 0.22
H 4.850 -9.388 10.014 0.25
H 5.699 -8.790 11.427 0.25
H 1.952 -9.246 12.601 0.25
H 3.322 -8.849 13.557 0.24
C -3.023 -17.500 4.786 -0.53
C -2.537 -17.436 6.227 -0.52
C -3.665 -16.839 6.982 -0.36
O -4.200 -15.933 6.035 -0.40
C -4.146 -16.438 4.718 -0.39
H -3.393 -18.501 4.568 0.24
H -2.296 -17.293 4.000 0.31
H -1.717 -16.719 6.261 0.22
H -2.013 -18.306 6.623 0.37
H -3.386 -16.354 7.918 0.26
H -4.544 -17.473 7.097 0.27
H -3.748 -15.646 4.084 0.25
H -5.124 -16.794 4.395 0.28
C -12.238 -17.263 14.051 -0.58
C -12.496 -17.168 12.569 -0.53
C -11.180 -17.719 11.978 -0.38
O -10.685 -18.574 13.025 -0.41
C -11.485 -18.591 14.217 -0.35
H -13.200 -17.200 14.559 0.34
H -11.694 -16.418 14.474 0.28
H -12.723 -16.160 12.221 0.33
H -13.287 -17.861 12.284 0.27
H -10.416 -16.992 11.699 0.29
H -11.496 -18.225 11.066 0.25
H -10.892 -18.696 15.126 0.28
H -12.194 -19.419 14.191 0.24
```

Output
Lowest unoccupied orbital energy, eV: 0.27
Maximum force, eV Å⁻¹: 2.91
E, eV: -75893.306
SMILES string: C1CCOC1.C1CCOC1.C1CCOC1.C1CCOC1.C1CCOC1.C1CCOC1.C1CCOC1.C1CCOC1.C1CCOC1.C1CCOC1.C1CCOC1.C1CCOC1
Molecular weight, g mol⁻¹: 865.3
Energy above the lowest of the compared OMol25 structures with the same formula, charge and spin, kJ/mol: 492.05
Frontier orbital gap, eV: 9.65